{
  "formula": "C18H24N4O2S",
  "method": "wB97M-V/def2-TZVPD",
  "max_force_ev_per_a": 1.11,
  "energy_ha": -1467.99651,
  "charge": 0,
  "symbols": ["C", "C", "C", "N", "C", "C", "C", "C", "C", "C", "C", "C", "N", "N", "C", "S", "C", "C", "O", "N", "C", "C", "O", "C", "C", "H", "H", "H", "H", "H", "H", "H", "H", "H", "H", "H", "H", "H", "H", "H", "H", "H", "H", "H", "H", "H", "H", "H", "H"],
  "coordinates": [[-0.4494, -3.3094, -1.5355], [-1.7687, -2.5496, -1.4797], [-1.9694, -1.8130, -0.1512], [-1.0509, -0.7165, 0.0055], [-1.1064, 0.5416, -0.5350], [-2.2348, 1.0665, -1.3462], [-3.5012, 1.1140, -0.5285], [-4.6664, 0.5022, -0.9702], [-5.8167, 0.5456, -0.2006], [-5.8110, 1.1969, 1.0203], [-4.6518, 1.8097, 1.4675], [-3.5040, 1.7692, 0.6975], [-0.0521, 1.2232, -0.1896], [0.7253, 0.4413, 0.5821], [0.1265, -0.7142, 0.6895], [0.7619, -2.0791, 1.5540], [2.4878, -1.5058, 1.5866], [2.8668, -1.1002, 0.1666], [2.5691, -1.8119, -0.7755], [3.5660, 0.0413, 0.0128], [3.7988, 1.0191, 1.0626], [4.6924, 2.1371, 0.5279], [4.1248, 2.8282, -0.5605], [3.2969, 2.0088, -1.3722], [3.7424, 0.5525, -1.3375], [-0.3991, -4.0415, -0.7328], [-0.3602, -3.8320, -2.4846], [0.4039, -2.6422, -1.4397], [-1.8132, -1.8321, -2.3019], [-2.6003, -3.2471, -1.5998], [-2.9870, -1.4154, -0.0866], [-1.8045, -2.5021, 0.6817], [-2.3830, 0.4494, -2.2352], [-1.9556, 2.0734, -1.6644], [-4.6766, -0.0093, -1.9230], [-6.7177, 0.0673, -0.5558], [-6.7073, 1.2283, 1.6216], [-4.6427, 2.3212, 2.4185], [-2.5981, 2.2472, 1.0414], [2.5576, -0.7025, 2.3125], [3.0787, -2.3661, 1.9012], [2.8392, 1.4399, 1.3889], [4.3067, 0.5488, 1.9091], [5.6680, 1.7146, 0.2396], [4.8610, 2.8811, 1.3113], [3.3654, 2.4106, -2.3861], [2.2552, 2.0737, -1.0290], [3.1319, -0.0557, -2.0073], [4.7915, 0.4631, -1.6405]],
  "forces_ev_per_angstrom": [[-0.155, 0.136, -0.127], [0.097, -0.088, 0.242], [-0.436, -0.418, -0.402], [0.650, 0.536, 0.237], [0.039, -0.025, -0.144], [-0.021, -0.043, 0.046], [-0.177, 0.035, -0.073], [0.060, 0.077, -0.011], [-0.107, -0.036, 0.012], [-0.101, -0.021, 0.025], [0.016, 0.040, 0.056], [-0.009, -0.012, -0.047], [-0.518, 0.742, -0.638], [0.215, -0.543, 0.604], [-0.062, 0.061, 0.117], [0.118, -0.304, 0.326], [-0.526, 0.055, -0.092], [0.422, 0.001, 0.070], [-0.071, -0.290, -0.155], [0.309, 0.029, -0.072], [0.005, 0.308, 0.221], [0.164, -0.178, 0.235], [0.017, 0.157, 0.033], [-0.148, -0.207, -0.168], [-0.056, 0.168, -0.321], [0.063, -0.095, 0.065], [0.042, -0.084, -0.083], [0.111, -0.004, 0.041], [-0.115, 0.025, -0.013], [-0.075, 0.054, -0.047], [0.152, -0.099, 0.121], [-0.129, 0.070, -0.040], [-0.025, 0.079, -0.029], [0.046, -0.108, -0.047], [0.026, -0.050, -0.097], [-0.077, -0.038, -0.020], [-0.073, 0.001, 0.050], [0.001, 0.045, 0.078], [0.114, 0.044, 0.062], [0.139, -0.033, -0.035], [0.010, 0.046, -0.006], [0.107, -0.061, 0.063], [-0.049, 0.119, -0.012], [-0.093, 0.061, 0.067], [0.018, -0.167, -0.012], [-0.050, -0.095, 0.052], [0.118, 0.001, -0.103], [0.113, 0.109, 0.050], [-0.095, -0.002, -0.078]],
  "nbo_charge": [-0.622, -0.398, -0.217, -0.376, 0.340, -0.483, 0.075, -0.256, -0.203, -0.217, -0.197, -0.245, -0.300, -0.361, 0.187, 0.287, -0.609, 0.701, -0.653, -0.431, -0.258, -0.072, -0.530, -0.089, -0.257, 0.204, 0.211, 0.241, 0.197, 0.207, 0.227, 0.216, 0.222, 0.256, 0.210, 0.214, 0.215, 0.216, 0.225, 0.239, 0.255, 0.227, 0.204, 0.162, 0.198, 0.192, 0.199, 0.252, 0.195]
}

***

{
  "formula": "C60H44ClN5O6P2SY",
  "method": "wB97M-V/def2-TZVPD",
  "max_force_ev_per_a": 1.34,
  "energy_ha": -4617.39636,
  "charge": -1,
  "symbols": ["Y", "C", "O", "C", "C", "C", "C", "C", "C", "N", "N", "C", "O", "C", "C", "C", "C", "C", "C", "C", "O", "H", "H", "H", "H", "H", "H", "H", "H", "H", "H", "H", "H", "O", "S", "C", "C", "C", "C", "C", "C", "P", "C", "C", "C", "C", "C", "C", "C", "C", "C", "C", "C", "C", "C", "C", "C", "C", "C", "C", "P", "C", "C", "C", "C", "C", "C", "C", "C", "C", "C", "C", "C", "H", "H", "H", "H", "H", "H", "H", "H", "H", "H", "H", "H", "H", "H", "H", "H", "H", "H", "H", "H", "H", "H", "H", "H", "H", "H", "H", "H", "Cl", "C", "C", "C", "C", "C", "C", "C", "O", "O", "H", "H", "H", "H", "N", "C", "N", "C", "N"],
  "coordinates": [[0.3499, 0.8052, 1.2225], [0.4549, 1.4651, 5.6267], [0.3331, 0.0392, 5.7037], [1.0558, -0.7762, 4.8905], [1.3267, -2.0360, 5.3710], [2.0427, -2.9769, 4.6186], [2.4750, -2.6442, 3.3646], [2.1888, -1.3812, 2.8080], [2.7169, -1.0797, 1.4904], [2.4646, -0.0366, 0.7596], [3.3725, 0.0434, -0.2993], [3.3711, 0.9703, -1.1826], [2.6014, 2.0140, -1.4939], [4.4611, 0.8511, -2.2166], [4.6505, 1.8609, -3.1534], [5.6543, 1.7489, -4.1057], [6.4737, 0.6317, -4.1316], [6.2899, -0.3772, -3.1934], [5.2906, -0.2678, -2.2418], [1.4864, -0.4143, 3.5806], [1.2769, 0.7792, 3.1078], [-0.0284, 1.8314, 6.5301], [-0.0365, 1.8695, 4.7469], [1.5036, 1.7654, 5.6268], [0.9755, -2.2729, 6.3680], [2.2540, -3.9528, 5.0341], [3.0314, -3.3584, 2.7686], [3.4696, -1.7621, 1.0926], [4.0097, 2.7306, -3.1420], [5.7887, 2.5417, -4.8306], [7.2535, 0.5445, -4.8777], [6.9267, -1.2526, -3.2046], [5.1411, -1.0426, -1.5039], [-3.1844, 2.9720, -1.3290], [-2.5973, 2.3415, -0.1204], [-3.0883, 0.4358, -0.3279], [-4.4614, 0.6092, -0.5306], [-5.3743, -0.4311, -0.5067], [-4.9394, -1.7049, -0.2076], [-3.5841, -1.9109, -0.0267], [-2.6278, -0.8971, -0.1294], [-0.8679, -1.4991, -0.2006], [-0.5822, -2.8729, 0.9810], [-1.3044, -3.1923, 2.1223], [-0.9923, -4.3301, 2.8577], [0.0396, -5.1643, 2.4608], [0.7934, -4.8341, 1.3420], [0.4943, -3.6909, 0.6227], [-1.0584, -2.6101, -1.7531], [-0.7326, -2.6805, -3.9163], [-1.2807, -3.9420, -4.4953], [-1.8730, -4.9042, -3.7898], [-2.0583, -4.8921, -2.3373], [-1.7216, -3.9385, -1.4633], [-0.7969, 2.7598, -0.0048], [-0.7425, 3.8238, 0.8492], [1.5568, 3.8092, 1.5597], [2.1128, 3.0094, 0.6415], [1.5898, 2.7265, -0.7345], [0.2418, 2.0321, -0.8316], [-0.4688, 1.9448, -2.5483], [-0.3051, 0.1618, -2.8813], [-1.4913, -0.4484, -3.0145], [-1.7233, -1.9230, -2.9884], [0.1958, -2.8651, -2.6774], [1.2485, -1.8093, -2.6260], [1.0029, -0.5057, -2.7393], [0.7496, 2.7081, -3.6910], [0.9093, 4.0958, -3.6296], [1.7597, 4.7608, -4.4995], [2.4449, 4.0550, -5.4801], [2.2500, 2.6860, -5.5931], [1.4108, 2.0220, -4.7092], [-4.8336, 1.6080, -0.7134], [-6.4201, -0.2263, -0.6969], [-5.6312, -2.5335, -0.1268], [-3.2534, -2.9112, 0.2077], [-2.1055, -2.5480, 2.4417], [-1.5635, -4.5579, 3.7488], [0.2704, -6.0557, 3.0301], [1.6164, -5.4653, 1.0303], [1.0975, -3.4389, -0.2443], [-0.2965, -2.0565, -4.6938], [-1.1942, -4.0663, -5.5690], [-2.2447, -5.7769, -4.3137], [-2.5174, -5.7814, -1.9190], [-1.9185, -4.1797, -0.4291], [-1.6826, 4.2493, 1.1884], [2.1215, 4.0903, 2.4393], [3.1206, 2.6590, 0.8313], [1.5484, 3.6788, -1.2766], [-2.3684, 0.1813, -3.1220], [-2.7742, -2.1745, -3.1211], [0.6162, -3.8651, -2.5765], [2.2787, -2.1284, -2.5035], [1.8469, 0.1646, -2.7192], [0.3438, 4.6639, -2.8980], [1.8709, 5.8354, -4.4242], [3.1183, 4.5695, -6.1543], [2.7620, 2.1259, -6.3660], [1.2653, 0.9557, -4.8276], [-7.6055, 0.6821, 4.7550], [-5.9676, 0.6938, 4.1520], [-5.4095, -0.4881, 3.6967], [-4.1070, -0.4723, 3.2240], [-3.3801, 0.7091, 3.2051], [-3.9638, 1.8890, 3.6570], [-5.2623, 1.8864, 4.1373], [-1.9855, 0.7632, 2.6752], [-1.4089, 1.8653, 2.5919], [-1.4099, -0.3044, 2.2664], [-5.9893, -1.4004, 3.7074], [-3.6582, -1.3794, 2.8493], [-3.3877, 2.8038, 3.6191], [-5.7264, 2.7957, 4.4920], [0.3006, 4.3833, 1.5229], [-0.1089, 5.4863, 2.4542], [0.9441, 5.8464, 3.1234], [0.7611, 6.8137, 4.0280], [0.7229, 7.6433, 4.8326]],
  "forces_ev_per_angstrom": [[-1.224, 0.548, -0.056], [0.056, -0.029, 0.034], [-0.127, -0.037, -0.087], [0.125, 0.013, 0.006], [0.011, -0.010, 0.027], [-0.009, 0.060, 0.010], [0.020, -0.121, -0.255], [-0.228, -0.011, 0.047], [0.266, 0.224, 0.301], [0.629, -0.288, -0.386], [-0.139, -0.015, 0.129], [0.078, -0.103, -0.218], [0.054, 0.083, 0.137], [-0.103, 0.023, 0.169], [0.016, 0.027, -0.050], [0.007, 0.000, -0.001], [-0.006, -0.002, 0.010], [-0.023, 0.012, -0.008], [0.021, -0.041, -0.033], [0.361, 0.131, -0.068], [0.399, -0.040, 0.832], [0.019, 0.010, 0.003], [-0.010, 0.012, 0.017], [-0.004, 0.011, -0.019], [-0.003, -0.014, -0.003], [-0.002, -0.008, 0.000], [0.001, -0.006, 0.004], [0.026, -0.013, 0.104], [-0.016, -0.011, -0.021], [-0.002, -0.001, -0.008], [0.007, 0.004, -0.003], [0.006, -0.005, -0.003], [-0.004, -0.004, -0.004], [0.093, -0.039, 0.103], [0.190, 0.275, -0.196], [0.014, 0.008, 0.085], [0.005, -0.029, 0.003], [-0.031, 0.029, -0.023], [0.012, 0.000, 0.013], [-0.024, -0.030, 0.030], [0.073, 0.111, 0.031], [-0.404, -0.039, -0.448], [-0.002, 0.021, 0.019], [-0.015, -0.061, -0.012], [0.011, 0.021, 0.003], [0.016, 0.001, -0.009], [-0.021, 0.018, 0.028], [0.038, -0.006, -0.006], [0.082, 0.028, 0.072], [-0.011, -0.115, 0.022], [0.025, 0.029, -0.033], [-0.004, 0.003, 0.083], [-0.022, -0.023, -0.094], [0.015, 0.005, -0.005], [-0.040, -0.353, -0.673], [-0.212, -0.379, 0.144], [0.025, 0.183, -0.029], [0.040, -0.120, 0.104], [-0.133, -0.105, 0.094], [-0.369, 0.446, -0.737], [0.144, -0.137, -0.077], [0.115, -0.096, 0.008], [0.025, -0.035, -0.120], [-0.047, 0.027, -0.042], [0.047, -0.030, 0.004], [-0.028, -0.025, 0.039], [-0.077, 0.109, -0.030], [-0.049, 0.022, 0.063], [0.046, -0.001, 0.055], [-0.006, 0.004, -0.009], [0.031, -0.013, 0.011], [-0.005, 0.024, 0.010], [-0.042, -0.030, -0.022], [-0.006, 0.001, -0.024], [-0.008, 0.010, 0.046], [-0.004, -0.007, -0.002], [0.005, -0.009, -0.048], [-0.023, 0.032, 0.012], [-0.005, -0.009, 0.001], [0.004, 0.001, 0.005], [0.010, 0.003, 0.010], [-0.011, -0.005, -0.010], [0.001, 0.010, 0.008], [-0.007, 0.014, -0.009], [0.000, -0.011, 0.001], [-0.003, -0.004, -0.005], [0.036, 0.002, -0.015], [0.083, 0.018, 0.148], [-0.079, 0.016, 0.023], [-0.025, -0.010, 0.133], [0.225, -0.008, 0.021], [-0.018, 0.000, 0.110], [-0.016, 0.058, 0.004], [0.017, 0.020, 0.050], [0.010, -0.012, 0.000], [0.016, 0.008, -0.043], [0.006, 0.004, 0.007], [0.020, 0.000, 0.016], [-0.031, 0.010, -0.026], [0.005, -0.005, -0.008], [0.024, -0.019, 0.028], [0.057, -0.005, -0.029], [-0.081, 0.016, 0.022], [0.013, -0.014, -0.012], [-0.023, 0.013, -0.013], [0.021, 0.059, 0.021], [-0.019, -0.029, 0.000], [0.013, 0.004, -0.008], [0.127, -0.081, 0.112], [0.086, -0.138, 0.319], [-0.191, -0.038, 0.195], [-0.003, -0.006, 0.008], [0.009, -0.012, -0.003], [0.011, 0.007, 0.005], [-0.006, 0.002, 0.004], [-0.150, 0.312, 0.048], [0.169, -0.462, -0.268], [0.000, 0.200, 0.134], [0.045, -0.095, -0.115], [-0.008, 0.059, 0.075]],
  "lowdin_charge": [1.458, -0.047, -0.074, -0.212, 0.001, -0.100, -0.075, -0.147, -0.066, -0.062, 0.103, -0.331, -0.024, -0.125, -0.015, -0.077, -0.095, -0.088, -0.035, -0.282, -0.195, 0.091, 0.070, 0.099, 0.118, 0.098, 0.106, 0.129, 0.112, 0.102, 0.097, 0.098, 0.101, -0.539, 0.971, -0.238, -0.122, -0.069, -0.073, -0.109, -0.317, 1.163, -0.375, -0.078, -0.066, -0.092, -0.086, -0.117, -0.378, -0.183, -0.049, -0.096, -0.077, -0.082, -0.492, -0.169, -0.092, -0.066, -0.329, -0.482, 1.126, -0.382, -0.093, -0.190, -0.203, -0.055, -0.113, -0.354, -0.112, -0.089, -0.110, -0.103, -0.094, 0.090, 0.106, 0.106, 0.085, 0.076, 0.106, 0.101, 0.106, 0.103, 0.144, 0.102, 0.093, 0.099, 0.086, 0.095, 0.117, 0.118, 0.137, 0.101, 0.151, 0.141, 0.109, 0.075, 0.110, 0.100, 0.095, 0.101, 0.095, 0.642, -0.660, -0.096, -0.005, -0.113, 0.010, -0.089, -0.588, -0.070, -0.158, 0.103, 0.095, 0.129, 0.106, -0.081, -0.086, -0.043, -0.437, 0.069]
}

***

{
  "formula": "C4H10N",
  "method": "wB97M-V/def2-TZVPD",
  "max_force_ev_per_a": 2.58,
  "energy_ha": -212.73395,
  "charge": 1,
  "symbols": ["C", "C", "C", "C", "N", "H", "H", "H", "H", "H", "H", "H", "H", "H", "H"],
  "coordinates": [[1.4913, 0.7334, 1.1065], [1.6735, -0.1500, -0.1560], [0.6066, -1.1362, -0.3806], [-2.5538, 0.0729, -0.3970], [-1.3851, 0.5315, -0.2702], [0.4728, 1.1491, 1.1180], [2.0708, 1.6582, 1.0415], [1.7735, 0.2279, 2.0280], [2.6989, -0.5255, -0.1168], [1.5912, 0.5695, -0.9923], [-0.6338, -0.2914, -0.4313], [0.5005, -2.0850, 0.1488], [-2.8698, -0.9482, -0.2548], [-3.3171, 0.8332, -0.5677], [0.3441, -1.3272, -1.4363]],
  "forces_ev_per_angstrom": [[-0.402, 0.618, 0.306], [-1.255, 2.240, -0.222], [1.408, -1.177, -1.541], [0.312, 0.613, 0.617], [0.109, -0.724, -1.142], [0.202, -0.602, 0.360], [0.451, -0.440, -0.247], [-0.307, -0.032, -0.003], [-0.161, -0.780, -0.167], [0.435, -0.512, 0.123], [-0.145, 0.222, 0.864], [-0.487, 0.623, 0.886], [0.019, -0.440, -0.423], [-0.098, 0.030, 0.270], [-0.082, 0.361, 0.319]],
  "nbo_charge": [-0.596, -0.535, 0.007, -0.004, -0.344, 0.231, 0.251, 0.232, 0.324, 0.244, 0.234, 0.245, 0.221, 0.251, 0.238]
}

***

In the order shown, the computed gap between HOMO and LUMO values come out to 9.087, 6.430, 8.252 eV.
In the order shown, the computed highest occupied orbital energy values come out to -8.44, -4.83, -15.86 eV.
In the order shown, the computed energy above the lowest of the compared OMol25 structures with the same formula, charge and spin values come out to 30.16, 240.91, 116.97 kcal per mole.